No. 1
Density functional theory data (ωB97M-V with the def2-TZVPD basis set) for one molecule with the formula C17H19Cl2N7O.

Geometry as ORCA input:
```
! wB97M-V def2-TZVPD RIJCOSX def2/J DEFGRID3
* xyz 0 1
C 1.286 3.044 -1.586
C 0.526 1.767 -1.561
N -0.628 1.674 -2.179
N -1.119 0.437 -1.990
C -0.280 -0.290 -1.234
N -0.485 -1.529 -0.795
C 0.470 -2.011 -0.023
C 1.656 -1.327 0.297
C 1.861 -0.033 -0.141
C 0.838 0.529 -0.923
C 3.074 0.761 0.264
H 3.181 1.593 -0.436
C 2.838 1.337 1.664
H 3.675 1.968 1.956
H 1.929 1.934 1.687
H 2.741 0.534 2.393
C 4.362 -0.061 0.226
H 4.473 -0.554 -0.738
H 4.374 -0.817 1.007
H 5.218 0.592 0.379
H 2.380 -1.825 0.921
N 0.157 -3.198 0.645
N -1.093 -3.773 0.374
C -2.190 -2.939 0.532
O -3.214 -3.093 -0.080
N -1.993 -1.982 1.528
C -2.358 -0.661 1.350
C -3.526 -0.298 0.680
C -3.752 1.053 0.483
N -2.940 2.014 0.881
C -1.847 1.655 1.523
C -1.503 0.348 1.807
H -0.585 0.118 2.323
Cl -0.799 2.931 1.978
Cl -5.158 1.572 -0.344
H -4.202 -1.047 0.306
H -1.120 -2.101 2.030
H -1.166 -4.314 -0.487
H 0.893 -3.870 0.803
C -2.361 0.020 -2.573
H -3.108 0.800 -2.431
H -2.238 -0.158 -3.644
H -2.677 -0.899 -2.083
H 1.480 3.394 -0.573
H 0.694 3.787 -2.113
H 2.237 2.920 -2.103
*
```

For the LUMO energy, the calculation gives 0.017 Ha. The value obtained for the gap between HOMO and LUMO is 9.08 eV. Its largest force on an atom is 0.01666 hartree/bohr. As for the structure (SMILES): Cc1nn(C)c2nc(NNC(=O)Nc3cc(Cl)nc(Cl)c3)cc(C(C)C)c12.

natural (NBO) atomic charge list, values in e, 2 entries: -0.65, 0.19

---

No. 2
Density functional theory data (ωB97M-V with the def2-TZVPD basis set) for C17H19ClN4O3S as an isolated structure in a non-equilibrium geometry.

Geometry as ORCA input:
```
! wB97M-V def2-TZVPD RIJCOSX def2/J DEFGRID3
* xyz 0 1
C -5.153 -1.795 -1.636
C -6.443 -1.380 -1.271
C -6.439 0.005 -0.467
C -5.904 -0.266 0.914
H -6.297 -1.309 1.293
H -6.246 0.565 1.595
O -4.633 -0.512 1.054
C -3.843 0.751 0.596
O -4.357 1.861 0.548
C -2.330 0.409 0.632
C -1.559 1.730 0.470
C -0.248 1.417 0.267
C 0.404 -0.154 0.361
C -0.464 -0.959 0.702
C -1.856 -0.846 0.619
H -2.581 -1.697 1.023
H -0.061 -2.210 0.801
N 1.726 -0.131 0.459
C 2.696 -1.024 0.367
S 2.198 -2.678 0.757
N 3.899 -0.844 0.201
C 4.428 0.467 0.263
O 3.922 1.542 0.093
C 5.941 0.358 0.172
N 6.765 1.590 -0.430
N 8.129 1.159 -0.268
C 8.183 -0.357 -0.122
C 6.953 -0.594 0.014
Cl 6.531 -2.468 0.371
H 9.168 -0.681 -0.073
C 6.348 2.893 -0.358
H 5.775 3.071 0.465
H 5.696 2.938 -1.137
H 7.208 3.260 -0.470
H 4.509 -1.731 0.342
H 2.292 1.018 0.276
H 0.555 2.161 0.050
H -1.917 2.543 0.638
H -6.095 0.750 -0.964
H -7.746 0.365 -0.190
H -7.142 -1.286 -1.989
H -7.189 -2.102 -0.445
H -4.674 -2.076 -0.837
H -5.316 -2.816 -2.331
H -4.832 -0.935 -2.357
*
```

For the LUMO energy, the calculation gives -0.059 Ha. The value obtained for the gap between HOMO and LUMO is 6.42 eV. Its largest force on an atom is 0.30027 hartree/bohr.

natural (NBO) atomic charge list, values in e, 2 entries: -0.60, -0.36

---

No. 3
Density functional theory data (ωB97M-V with the def2-TZVPD basis set) for one molecule with the formula C17H19ClN4O4S in a non-equilibrium geometry.

Geometry as ORCA input:
```
! wB97M-V def2-TZVPD RIJCOSX def2/J DEFGRID3
* xyz 0 1
O -0.077 1.641 -0.937
C 0.508 2.698 -0.849
N 1.819 2.829 -0.534
C 2.797 1.813 -0.297
O 3.943 2.159 -0.140
N 2.324 0.567 -0.278
H 1.333 0.419 -0.437
C 3.185 -0.582 -0.115
C 2.956 -1.319 1.226
H 2.111 -0.883 1.759
H 3.834 -1.214 1.862
C 2.711 -2.791 0.871
H 3.170 -3.466 1.592
H 1.643 -3.007 0.842
C 3.304 -2.950 -0.528
H 4.388 -3.051 -0.467
H 2.906 -3.816 -1.054
C 2.944 -1.633 -1.206
H 1.887 -1.629 -1.481
H 3.533 -1.441 -2.101
H 4.208 -0.201 -0.165
H 2.221 3.756 -0.488
C -0.170 4.043 -1.092
H -0.141 4.650 -0.187
H 0.300 4.573 -1.920
S -1.908 3.784 -1.559
C -2.374 3.015 -0.091
N -1.787 3.115 1.064
N -2.460 2.303 1.899
C -3.422 1.766 1.226
O -3.433 2.189 -0.060
C -4.394 0.738 1.691
O -4.524 -0.313 0.766
C -3.391 -0.951 0.341
C -2.145 -0.861 0.949
C -1.059 -1.535 0.416
C -1.199 -2.317 -0.715
C -2.439 -2.433 -1.319
C -3.523 -1.754 -0.797
Cl -5.071 -1.882 -1.544
H -2.572 -3.041 -2.200
H -0.352 -2.841 -1.129
H -0.101 -1.440 0.902
H -2.008 -0.265 1.837
H -5.397 1.171 1.766
H -4.079 0.387 2.682
*
```

For the LUMO energy, the calculation gives 0.016 Ha. The value obtained for the gap between HOMO and LUMO is 9.33 eV. Its largest force on an atom is 0.03224 hartree/bohr. As for the structure (SMILES): O=C(CSc1nnc(COc2ccccc2Cl)o1)NC(=O)NC1CCCC1.

natural (NBO) atomic charge list, values in e, 2 entries: -0.61, 0.69

---

No. 4
Density functional theory data (ωB97M-V with the def2-TZVPD basis set) for a 2-piece molecular cluster, C17H19N overall in a non-equilibrium geometry.

Geometry as ORCA input:
```
! wB97M-V def2-TZVPD RIJCOSX def2/J DEFGRID3
* xyz 0 1
C -1.367 -1.870 1.028
C -1.409 -3.447 1.049
C -0.267 -1.265 0.197
C -0.258 -1.267 -1.158
C 1.083 -1.107 0.702
C 1.888 -1.077 -0.541
C 1.771 -0.895 1.856
C 3.324 -0.904 -0.492
C 3.136 -0.802 1.966
C 3.891 -0.732 0.760
N 1.072 -1.284 -1.653
H -2.276 -1.459 0.612
H -1.233 -1.484 2.061
H -1.389 -3.924 0.054
H -1.110 -1.305 -1.680
H 1.334 -0.708 -2.523
H 1.167 -1.025 2.859
H 4.004 -0.765 -1.297
H 3.612 -0.663 2.940
H 4.932 -0.443 0.983
H -2.442 -3.654 1.274
H -0.517 -3.823 1.641
C 0.241 3.381 -1.277
C -2.528 2.049 0.899
C -3.130 1.079 0.019
C -1.503 2.851 0.475
C -0.920 2.648 -0.811
C -2.730 1.026 -1.289
C -1.596 1.734 -1.677
H -3.065 2.310 1.804
H -4.114 0.785 0.261
H -1.193 3.582 1.130
H -3.407 0.698 -2.117
H 0.130 3.718 -2.286
H 1.046 2.787 -1.184
H -1.161 1.637 -2.602
H 0.417 4.314 -0.601
*
```

For the LUMO energy, the calculation gives 0.029 Ha. The value obtained for the gap between HOMO and LUMO is 8.64 eV. Its largest force on an atom is 0.10153 hartree/bohr. As for the structure (SMILES): CCc1c[nH]c2ccccc12.Cc1ccccc1.

natural (NBO) atomic charge list, values in e, 2 entries: -0.42, -0.62

---

No. 5
Density functional theory data (ωB97M-V with the def2-TZVPD basis set) for one molecule with the formula C17H19N3O2S3 in a non-equilibrium geometry.

Geometry as ORCA input:
```
! wB97M-V def2-TZVPD RIJCOSX def2/J DEFGRID3
* xyz 0 1
O -2.138 2.079 -0.016
O 2.165 2.049 -3.394
N 1.586 -0.499 2.179
S -0.641 -0.684 5.504
S 2.872 -0.337 -0.241
C -2.103 1.032 0.588
C 0.390 -1.215 6.806
C 1.695 -1.340 6.447
C 1.898 -1.006 5.036
C 0.706 -0.622 4.398
C 0.650 0.754 -1.065
C 1.918 0.453 -1.489
C 1.514 -0.184 0.875
C 0.549 -0.252 3.000
C -0.663 0.225 2.513
C 0.372 0.381 0.306
C -0.795 0.530 1.125
N -0.177 1.494 -1.904
N -3.294 0.294 0.679
S 2.662 0.727 -3.039
C -3.255 -1.098 1.191
C -4.539 0.982 0.354
C 2.879 -0.505 -6.069
C 1.481 -0.247 -3.967
C 1.538 -0.032 -5.505
H -0.021 -1.423 7.804
H 2.501 -1.641 7.090
H 2.875 -0.948 4.575
H -1.499 0.415 3.220
H -1.009 1.895 -1.454
H 0.293 2.076 -2.581
H -2.414 -1.641 0.779
H -3.211 -1.077 2.297
H -4.163 -1.623 0.891
H -4.609 1.097 -0.718
H -5.379 0.389 0.678
H -4.635 1.996 0.862
H 3.065 -1.578 -6.050
H 3.695 -0.002 -5.550
H 3.004 -0.184 -7.114
H 1.660 -1.293 -3.778
H 0.471 -0.006 -3.596
H 0.655 -0.495 -5.978
H 1.452 1.063 -5.689
*
```

For the LUMO energy, the calculation gives -0.018 Ha. The value obtained for the gap between HOMO and LUMO is 7.19 eV. Its largest force on an atom is 0.06010 hartree/bohr.

natural (NBO) atomic charge list, values in e, 2 entries: -0.62, -1.02

---

> Among the records above, which one has the lowest gap between HOMO and LUMO?

C17H19ClN4O3S

---

> The lowest gap between HOMO and LUMO belongs to which entry?

C17H19ClN4O3S

---

Repeat the fifth record exactly.
Density functional theory data (ωB97M-V with the def2-TZVPD basis set) for one molecule with the formula C17H19N3O2S3 in a non-equilibrium geometry.

Geometry as ORCA input:
```
! wB97M-V def2-TZVPD RIJCOSX def2/J DEFGRID3
* xyz 0 1
O -2.138 2.079 -0.016
O 2.165 2.049 -3.394
N 1.586 -0.499 2.179
S -0.641 -0.684 5.504
S 2.872 -0.337 -0.241
C -2.103 1.032 0.588
C 0.390 -1.215 6.806
C 1.695 -1.340 6.447
C 1.898 -1.006 5.036
C 0.706 -0.622 4.398
C 0.650 0.754 -1.065
C 1.918 0.453 -1.489
C 1.514 -0.184 0.875
C 0.549 -0.252 3.000
C -0.663 0.225 2.513
C 0.372 0.381 0.306
C -0.795 0.530 1.125
N -0.177 1.494 -1.904
N -3.294 0.294 0.679
S 2.662 0.727 -3.039
C -3.255 -1.098 1.191
C -4.539 0.982 0.354
C 2.879 -0.505 -6.069
C 1.481 -0.247 -3.967
C 1.538 -0.032 -5.505
H -0.021 -1.423 7.804
H 2.501 -1.641 7.090
H 2.875 -0.948 4.575
H -1.499 0.415 3.220
H -1.009 1.895 -1.454
H 0.293 2.076 -2.581
H -2.414 -1.641 0.779
H -3.211 -1.077 2.297
H -4.163 -1.623 0.891
H -4.609 1.097 -0.718
H -5.379 0.389 0.678
H -4.635 1.996 0.862
H 3.065 -1.578 -6.050
H 3.695 -0.002 -5.550
H 3.004 -0.184 -7.114
H 1.660 -1.293 -3.778
H 0.471 -0.006 -3.596
H 0.655 -0.495 -5.978
H 1.452 1.063 -5.689
*
```

For the LUMO energy, the calculation gives -0.018 Ha. The value obtained for the gap between HOMO and LUMO is 7.19 eV. Its largest force on an atom is 0.06010 hartree/bohr.

natural (NBO) atomic charge list, values in e, 2 entries: -0.62, -1.02

---

> Which formula does entry 2 have?

C17H19ClN4O3S